Record 1
Computed, not measured: C28H38CaGeN6O4SSi as an isolated structure in a non-equilibrium geometry, with ωB97M-V with the def2-TZVPD basis set.

relative energy (zero: lowest compared OMol25 entry of this formula, charge and spin): 19.9 kcal per mole
Kohn-Sham gap: 7.097 eV
total charge: 0
energy: -140451.7843 eV
F_max: 2.66 eV/A

Element x y z (Å)
Ca1 0.7096 0.4047 0.8198
N1 1.9427 1.6940 2.5792
C1 2.2356 0.6735 3.6120
C2 3.7134 0.3074 3.6536
C3 4.2891 -0.1715 2.3216
C4 3.6652 -1.4830 1.8232
N2 2.7242 -1.2381 0.7123
H1 2.5384 2.4980 2.7360
H2 0.9860 2.0247 2.7264
H3 1.6364 -0.2203 3.3878
H4 1.9316 1.0106 4.6012
H5 3.8406 -0.4757 4.4042
H6 4.2880 1.1726 3.9986
H7 5.3658 -0.2997 2.4413
H8 4.1328 0.5945 1.5574
H9 3.1133 -1.9678 2.6304
H10 4.4602 -2.1699 1.5227
H11 2.2374 -2.1068 0.4995
H12 3.2536 -0.9962 -0.1181
O1 -0.7245 1.7639 1.4059
N3 -1.9612 1.4288 1.6361
C5 -2.2981 1.1775 2.8619
C6 -3.6495 0.8146 3.1542
N4 -4.7245 0.5285 3.4418
C7 -1.3785 1.3029 3.9531
N5 -0.5857 1.4519 4.7726
C8 -4.5150 1.6683 -2.3351
Si1 -2.8291 2.4333 -2.0888
C9 -2.8051 3.6462 -0.6587
C10 -1.5021 1.0988 -1.9164
H13 -5.3042 2.4224 -2.3329
H14 -4.7012 0.9852 -1.5008
H15 -4.5938 1.1004 -3.2635
H16 -2.8633 4.6721 -1.0218
H17 -1.8937 3.5349 -0.0722
H18 -3.6433 3.4684 0.0170
H19 -1.0809 0.8045 -2.8779
H20 -1.9464 0.2112 -1.4613
H21 -0.6855 1.4453 -1.2644
Ge1 -0.8863 -1.6973 0.3865
C11 -0.9087 -2.6189 -1.3830
C12 0.2758 -2.9005 -2.0649
C13 0.2756 -3.5473 -3.2941
C14 -0.9280 -3.9006 -3.8864
C15 -2.1208 -3.6135 -3.2369
C16 -2.1066 -2.9864 -1.9979
C17 -0.6215 -3.2123 1.6596
C18 0.4440 -4.1045 1.5255
C19 0.6889 -5.0941 2.4682
C20 -0.1197 -5.1952 3.5921
C21 -1.1892 -4.3229 3.7441
C22 -1.4380 -3.3510 2.7839
H22 -2.4185 -1.4912 0.5641
H23 1.2300 -2.6076 -1.6303
H24 1.2122 -3.7677 -3.7935
H25 -0.9339 -4.3959 -4.8495
H26 -3.0644 -3.8772 -3.6994
H27 -3.0421 -2.7787 -1.4900
H28 1.0785 -4.0502 0.6421
H29 1.5067 -5.7912 2.3251
H30 0.0783 -5.9548 4.3380
H31 -1.8325 -4.4035 4.6123
H32 -2.2935 -2.6924 2.8998
N6 3.0363 1.5499 -1.4135
C23 2.0965 2.3573 -2.0645
C24 1.6785 2.0389 -3.3567
C25 0.6185 2.7135 -3.9234
C26 -0.0005 3.7332 -3.2155
C27 0.4773 4.1370 -1.9801
C28 1.5244 3.4440 -1.3996
S1 -1.4977 4.4067 -3.8594
O2 -1.3828 4.5092 -5.2772
O3 -2.4775 3.2186 -3.5608
O4 -1.8762 5.5529 -3.0927
H33 3.6463 1.0397 -2.0332
H34 3.5447 2.0176 -0.6780
H35 2.1829 1.2482 -3.9004
H36 0.2496 2.4592 -4.9093
H37 0.0171 4.9817 -1.4844
H38 1.8979 3.7375 -0.4248

Record 2
Computed, not measured: C28H38CdN9O3S3SbSe4 as an isolated structure in a non-equilibrium geometry, with ωB97M-V with the def2-TZVPD basis set.

Kohn-Sham gap: 7.063 eV
total charge: 0
energy: -354199.1706 eV
F_max: 1.09 eV/A

Element x y z (Å)
Cd1 0.1499 -1.1364 1.1042
N1 2.1289 -3.9977 -1.5893
C1 1.0839 -3.4998 -0.9003
S1 1.0828 -3.6972 0.8277
N2 0.1512 -2.9291 -1.6466
N3 -0.7801 -2.2621 -0.9111
C2 -1.8312 -1.8811 -1.5220
C3 -2.8117 -1.0259 -0.8334
C4 -3.9087 -0.5429 -1.5407
C5 -4.8458 0.2282 -0.8805
C6 -4.6669 0.4796 0.4709
C7 -3.5280 -0.0205 1.0805
N4 -2.6052 -0.7409 0.4554
H1 2.8318 -4.5358 -1.1181
H2 2.1152 -3.9606 -2.5947
H3 -2.0068 -2.1624 -2.5589
H4 -4.0096 -0.7725 -2.5927
H5 -5.7030 0.6246 -1.4089
H6 -5.3807 1.0589 1.0397
H7 -3.3457 0.1753 2.1320
Se1 2.3539 0.8156 -4.6867
Sb1 3.1202 0.1944 -2.5476
Se2 4.9748 -1.1641 -2.0029
Se3 2.6820 2.0069 -0.7630
Se4 1.0727 0.2291 -0.9434
N5 3.8374 0.7280 5.0670
C8 3.7104 0.1379 3.8380
C9 2.4843 -0.3840 3.4041
N6 2.3707 -0.9501 2.2187
C10 3.4520 -1.0120 1.4388
C11 4.6478 -0.4714 1.8707
N7 4.7891 0.1031 3.0629
H8 3.1048 0.6725 5.7470
H9 4.7531 1.0215 5.3534
H10 1.5971 -0.3279 4.0246
H11 3.3591 -1.4967 0.4748
H12 5.5147 -0.4931 1.2219
O1 -2.0874 2.0098 -0.4148
S2 -0.9390 2.8709 -0.8939
C12 -0.9106 2.7980 -2.6932
C13 -0.7602 4.2330 -3.1741
C14 -1.7459 5.0471 -2.3327
C15 -1.5289 4.6051 -0.8841
H13 -1.8788 2.3697 -2.9630
H14 -0.1089 2.1316 -3.0135
H15 -0.9499 4.3121 -4.2441
H16 0.2635 4.5721 -2.9966
H17 -2.7676 4.8198 -2.6431
H18 -1.5979 6.1214 -2.4457
H19 -2.4237 4.6019 -0.2631
H20 -0.7609 5.1974 -0.3886
C16 -1.4669 7.4623 2.9006
C17 -1.4352 5.9679 2.7412
C18 -2.6166 5.2276 2.7215
C19 -2.5947 3.8468 2.6166
C20 -1.3725 3.1998 2.5407
C21 -0.1815 3.9056 2.5329
C22 -0.2257 5.2894 2.6334
S3 -1.3002 1.4210 2.4801
C23 -1.2997 1.1647 4.2535
O2 0.1317 1.1094 2.0547
H21 -2.3933 7.8831 2.5113
H22 -0.6316 7.9330 2.3839
H23 -1.3969 7.7353 3.9553
H24 -3.5681 5.7437 2.7737
H25 -3.5187 3.2840 2.5697
H26 0.7545 3.3725 2.4315
H27 0.7002 5.8519 2.6178
H28 -0.4799 1.7422 4.6781
H29 -1.1766 0.0984 4.4376
H30 -2.2539 1.5126 4.6485
N8 -1.0074 -1.9664 3.0094
C24 -1.7640 -2.8006 2.7404
N9 -2.6385 -3.7145 2.4054
C25 -2.1434 -5.0166 1.9123
C26 -1.9788 -5.9565 3.0873
O3 -3.1888 -6.0718 3.8247
C27 -3.6113 -4.8265 4.3417
C28 -3.8580 -3.8332 3.2201
H31 -1.2071 -4.8503 1.3762
H32 -2.8990 -5.3884 1.2187
H33 -1.1764 -5.5948 3.7444
H34 -1.7240 -6.9583 2.7469
H35 -2.8537 -4.4285 5.0321
H36 -4.5290 -5.0114 4.8995
H37 -4.1367 -2.8484 3.5952
H38 -4.6464 -4.1961 2.5585

- What is the formula in the second record?
  C28H38CdN9O3S3SbSe4

- Kohn-Sham gap of number 2 (C28H38CdN9O3S3SbSe4)?
  7.063 eV

- Which value of total charge does entry 1 give?
  0